1.
{"formula": "C16H34F2InNO16S6", "method": "ωB97M-V/def2-TZVPD", "e_above_lowest_kcal_mol": 110.6, "total_energy_ha": -4666.49942, "e_homo_ev": -13.59, "charge": 2, "orbital_gap_ev": 1.17, "multiplicity": 1, "species": ["In", "N", "S", "O", "O", "F", "S", "O", "O", "F", "C", "C", "C", "S", "O", "O", "C", "H", "H", "H", "H", "H", "H", "H", "H", "C", "C", "C", "S", "O", "O", "C", "H", "H", "H", "H", "H", "H", "H", "H", "C", "C", "C", "S", "O", "O", "C", "H", "H", "H", "H", "H", "H", "H", "H", "C", "C", "O", "S", "O", "O", "O", "H", "H", "H", "H", "C", "C", "O", "O", "H", "H", "H", "H", "H", "H"], "positions_angstrom": [[-1.59930, -2.52346, -4.57587], [1.14680, -1.56966, -0.86200], [1.39583, -2.18299, 0.48671], [0.88230, -1.44960, 1.67741], [2.62327, -2.95092, 0.63232], [0.29135, -3.32252, 0.33923], [2.20339, -0.23705, -0.58303], [3.56427, -0.59532, -0.93622], [1.97350, 0.71986, 0.49374], [1.66768, 0.52819, -1.91349], [-6.79130, 1.23337, 2.39106], [-5.38191, 1.90735, 2.52913], [-4.25947, 0.88147, 2.42690], [-5.03090, -0.55634, 1.46617], [-5.12422, -1.76242, 2.25864], [-4.35469, -0.65011, 0.17273], [-6.73594, 0.26618, 1.17464], [-7.55048, 2.00490, 2.26267], [-7.09407, 0.77465, 3.33234], [-5.29309, 2.60959, 3.35804], [-5.29737, 2.65140, 1.73707], [-3.79486, 0.29639, 3.22057], [-3.38814, 1.05795, 1.79624], [-7.46716, -0.53868, 1.09978], [-6.81619, 0.76330, 0.20793], [3.90023, 6.27745, -2.34580], [3.63489, 7.43094, -3.38650], [4.98522, 7.89437, -4.09856], [6.20770, 6.46514, -3.89217], [7.22220, 6.97652, -2.99740], [6.64289, 5.97952, -5.16491], [4.94484, 5.36723, -3.00452], [2.98472, 5.76374, -2.05248], [4.34250, 6.66234, -1.42692], [3.04216, 8.24908, -2.97732], [3.01821, 7.03237, -4.19207], [5.40274, 8.80229, -3.66329], [4.97504, 7.99405, -5.18395], [5.45134, 4.55498, -2.48318], [4.45522, 4.89106, -3.85402], [-6.02243, -8.08359, 0.85438], [-6.71562, -8.91289, -0.22119], [-5.90703, -8.73669, -1.49071], [-4.22237, -8.10451, -1.13240], [-4.05894, -6.75777, -1.66671], [-3.30496, -9.15340, -1.52722], [-4.48323, -8.14776, 0.69629], [-6.39521, -8.37194, 1.83723], [-6.38987, -7.06454, 0.73340], [-7.74966, -8.61172, -0.38893], [-6.59033, -9.95074, 0.08749], [-6.35189, -8.10405, -2.25879], [-5.87540, -9.74179, -1.91131], [-3.96456, -7.32170, 1.18282], [-4.19151, -9.08850, 1.16318], [-0.59628, 5.87666, 3.30797], [-1.44747, 6.60397, 2.23929], [-0.65881, 7.78193, 1.92138], [0.58076, 8.06699, 2.95348], [0.07023, 8.80712, 4.09324], [1.80892, 8.57715, 2.26360], [0.73763, 6.42372, 3.19926], [-0.66599, 4.78905, 3.28925], [-0.96548, 6.18315, 4.28667], [-2.37689, 6.83326, 2.76055], [-1.59449, 6.01276, 1.33543], [9.48442, -5.24310, 0.23252], [8.18631, -4.37432, 0.17204], [7.97902, -3.49076, -0.95562], [9.56064, -6.14292, -0.88020], [9.48371, -5.86391, 1.12845], [10.33045, -4.55738, 0.18663], [7.98663, -3.84598, 1.10429], [7.39725, -5.12600, 0.19361], [7.15653, -3.00026, -0.88832], [8.78687, -5.85588, -1.37059]], "forces_ev_per_a": [[0.0, -0.1, 0.1], [1.6, 3.9, -1.2], [-2.5, -6.0, 7.3], [1.6, -1.3, -2.8], [-1.1, 1.6, -0.2], [0.5, 0.3, 0.0], [1.8, 4.4, -3.0], [-2.1, 0.0, 0.8], [0.0, -2.5, -2.1], [0.3, -0.6, 1.2], [0.4, 0.2, 0.0], [-0.3, 0.5, -0.3], [0.1, -1.8, -1.0], [-0.3, 0.3, -1.4], [-0.2, 0.9, -0.1], [-0.3, 0.2, 0.6], [0.5, -0.2, 1.1], [0.1, 0.1, -0.4], [0.3, -0.5, -0.2], [-0.1, -0.7, 0.7], [0.2, -0.4, -0.6], [-0.7, 0.6, 1.0], [-0.3, 0.8, -0.3], [0.1, -0.1, 0.7], [0.8, 0.2, 0.1], [1.6, 1.2, -0.4], [0.7, -0.8, -0.6], [-1.0, -0.2, 0.7], [0.1, 1.3, 0.8], [-0.6, -0.5, 0.4], [-0.7, -0.6, -0.1], [-0.7, -0.5, -1.0], [0.1, -0.2, -0.3], [-0.2, 0.3, 0.1], [0.5, 0.2, 0.2], [-0.1, -0.2, 0.0], [0.3, -0.3, 0.1], [-0.4, 0.0, 0.1], [0.2, 0.5, 0.4], [0.2, 0.0, -0.4], [-0.6, 1.3, 0.0], [1.2, 0.2, 0.5], [-0.5, -0.5, -1.1], [-0.6, -1.0, -0.1], [-0.2, -0.8, 0.8], [0.1, 0.6, 0.2], [-1.1, 0.2, 0.4], [0.5, -0.2, 0.2], [0.3, 0.3, 0.0], [0.0, -0.3, 0.3], [-0.6, -0.1, -0.1], [0.1, 0.3, 0.2], [0.8, 0.2, -0.4], [0.0, 0.0, -0.2], [0.6, -0.1, -0.7], [-0.2, 1.0, 0.6], [1.2, -0.1, 1.0], [0.0, 0.6, -0.1], [1.5, 0.4, -1.0], [0.8, -1.6, -1.5], [-4.0, -2.0, 1.8], [0.2, 0.9, 0.2], [0.7, 0.1, -0.4], [-0.1, -0.1, 0.1], [-0.1, 0.5, -0.6], [0.1, 0.4, 0.0], [-0.3, 1.5, -1.1], [-1.0, -0.8, 0.2], [1.6, -1.1, 0.4], [-0.6, 0.8, 0.7], [0.0, 0.4, 0.3], [0.4, -0.3, 0.2], [0.6, 0.3, 0.2], [-0.5, -0.2, -0.3], [-0.2, -0.2, 0.4], [0.0, -0.5, -1.0]]}

=====

2.
{"formula": "C4H7FO", "method": "ωB97M-V/def2-TZVPD", "e_above_lowest_kcal_mol": 36.6, "total_energy_ha": -331.65106, "e_homo_ev": -10.41, "orbital_gap_ev": 11.19, "smiles": "OCC1(F)CC1", "multiplicity": 1, "species": ["O", "C", "C", "F", "C", "C", "H", "H", "H", "H", "H", "H", "H"], "positions_angstrom": [[-0.57558, -1.46419, 1.43491], [0.43435, -1.16721, 0.48597], [0.30870, -0.07481, -0.60412], [1.15149, -0.41252, -1.68312], [0.28125, 1.34904, -0.18421], [-0.97389, 0.64891, -0.74122], [-0.29627, -0.89023, 2.14657], [1.38632, -1.08714, 1.01859], [0.44646, -2.12438, -0.12796], [0.67006, 2.03395, -0.94153], [0.34952, 1.68492, 0.89797], [-1.79956, 0.38674, -0.06660], [-1.38284, 1.11692, -1.63523]], "forces_ev_per_a": [[0.2, 1.5, -0.3], [0.4, -2.7, -2.2], [0.4, -0.1, 1.0], [-1.1, 0.3, 0.9], [-0.3, 0.6, 0.5], [-0.8, 0.6, 0.3], [-0.7, 0.0, 0.8], [0.1, 0.2, -0.3], [0.5, 1.1, 0.5], [0.1, -0.1, 0.5], [0.0, -0.6, -1.5], [0.6, -0.2, -0.1], [0.5, -0.5, -0.2]]}

=====

3.
{"formula": "C3H2Br3N", "method": "ωB97M-V/def2-TZVPD", "total_energy_ha": -7892.12738, "e_homo_ev": [-7.80, -10.09], "s2": 2.025, "orbital_gap_ev": [7.95, 7.70], "multiplicity": 3, "species": ["C", "C", "C", "N", "Br", "Br", "Br", "H", "H"], "positions_angstrom": [[-0.40929, 0.00665, -1.52756], [-1.11684, -0.60162, -0.59537], [0.76952, 0.55347, 1.11157], [0.28335, 0.61613, -2.21177], [-1.12849, -2.43915, -0.09108], [1.60313, 1.64961, -0.07308], [1.61589, -0.95941, 1.69318], [-1.91287, 0.04369, -0.33289], [0.29560, 1.13065, 2.02700]], "forces_ev_per_a": [[1.2, -0.9, -1.2], [-2.1, -2.1, 1.0], [-0.9, 2.0, 3.4], [0.5, 0.7, -2.1], [0.0, 1.3, -0.6], [1.2, 1.2, 0.3], [0.5, -0.8, 0.1], [-1.1, -0.1, 1.1], [0.7, -1.2, -2.2]]}

=====

4.
{"formula": "C10H36O8", "method": "ωB97M-V/def2-TZVPD", "e_above_lowest_kcal_mol": 71.7, "total_energy_ha": -1004.38285, "e_homo_ev": -9.40, "orbital_gap_ev": 9.71, "smiles": "CC(C)O.CO.CO.CO.CO.CO.CO.CO", "multiplicity": 1, "species": ["C", "C", "C", "O", "H", "H", "H", "H", "H", "H", "H", "H", "C", "O", "H", "H", "H", "H", "C", "O", "H", "H", "H", "H", "C", "O", "H", "H", "H", "H", "C", "O", "H", "H", "H", "H", "C", "O", "H", "H", "H", "H", "C", "O", "H", "H", "H", "H", "C", "O", "H", "H", "H", "H"], "positions_angstrom": [[-2.54353, 1.37573, -1.33548], [-2.52458, 1.48564, -2.84208], [-1.67909, 0.39637, -3.48353], [-3.90751, 1.28967, -3.24632], [-1.51329, 1.42865, -0.97361], [-2.99414, 0.43801, -1.01256], [-3.14862, 2.17948, -0.90819], [-2.14074, 2.46687, -3.14061], [-2.10649, -0.58762, -3.27738], [-0.65693, 0.33239, -3.10710], [-1.61259, 0.53386, -4.56620], [-4.02825, 1.55685, -4.16307], [-2.43182, -1.15401, 2.84071], [-1.22683, -1.33221, 2.08380], [-2.23599, -0.54139, 3.73264], [-3.18118, -0.59142, 2.27471], [-2.75640, -2.13705, 3.15971], [-0.72620, -0.49363, 2.07148], [0.90817, -0.45858, -0.88907], [1.64402, 0.11015, -1.96837], [1.04965, 0.14695, 0.01193], [-0.12776, -0.61965, -1.18951], [1.34657, -1.43684, -0.68542], [1.23854, 0.97386, -2.18018], [3.86057, -4.13772, 0.69837], [2.70705, -3.76866, 0.01199], [3.63978, -4.49759, 1.70692], [4.36976, -4.90989, 0.12298], [4.54016, -3.28700, 0.81709], [1.91839, -3.80881, 0.55339], [-3.24121, -2.59034, -0.36422], [-1.86107, -2.40517, -0.53096], [-3.76252, -1.72472, -0.78297], [-3.53420, -3.50092, -0.87630], [-3.49213, -2.68384, 0.69484], [-1.48893, -1.95044, 0.24685], [3.99369, 0.73872, 1.75086], [4.83816, 1.30380, 2.73699], [3.38212, -0.09133, 2.12850], [3.29363, 1.47170, 1.36219], [4.53403, 0.39062, 0.86121], [5.53905, 0.68038, 2.93915], [0.71738, 1.42665, 3.28383], [0.08829, 1.15499, 2.02221], [1.42597, 2.26025, 3.23370], [-0.03071, 1.72140, 4.02864], [1.25517, 0.53916, 3.59687], [-0.28090, 1.94620, 1.61994], [0.49278, 3.44925, -1.14566], [0.47345, 2.69120, -2.36837], [0.64068, 2.77231, -0.31129], [1.25858, 4.22686, -1.14330], [-0.48585, 3.92798, -0.98781], [0.56382, 3.29286, -3.11195]], "forces_ev_per_a": [[0.1, 0.3, 0.1], [-0.5, -0.9, -0.2], [0.3, -0.3, -0.1], [0.4, 0.5, 0.1], [-0.1, 0.0, 0.2], [0.1, -0.1, -0.1], [0.1, 0.0, 0.0], [-0.3, 0.1, 0.0], [-0.2, 0.1, -0.1], [0.0, 0.4, 0.0], [-0.1, 0.0, 0.0], [0.2, -0.1, 0.0], [0.8, 0.8, 0.1], [-0.1, 0.1, 0.1], [0.0, -0.3, 0.0], [-0.2, -0.4, -0.1], [-0.3, 0.0, -0.1], [-0.3, -0.1, -0.1], [0.7, -0.1, -0.3], [-0.1, 0.4, -0.1], [-0.5, 0.0, 0.0], [-0.2, 0.1, 0.4], [0.0, 0.0, -0.1], [0.3, -0.5, 0.1], [0.4, -0.1, 0.6], [-0.7, 0.4, -0.7], [0.1, -0.2, -0.1], [0.1, -0.1, 0.1], [0.0, 0.0, -0.1], [0.1, -0.1, 0.2], [0.1, 0.4, 0.3], [0.8, 0.0, 0.0], [-0.4, -0.2, 0.0], [-0.1, -0.1, -0.1], [-0.2, -0.1, 0.0], [-0.3, -0.2, -0.1], [-0.2, -0.5, -0.6], [-0.2, 0.2, -0.1], [0.2, 0.0, 0.1], [0.0, 0.4, 0.3], [0.1, -0.1, 0.2], [0.0, -0.1, 0.0], [-0.3, 0.9, 0.0], [0.4, -0.2, 0.3], [0.1, -0.2, -0.3], [0.1, -0.3, 0.0], [-0.1, -0.1, 0.0], [0.0, 0.1, 0.2], [-0.7, 0.3, -0.5], [0.1, 0.3, 0.6], [0.3, -0.3, -0.1], [0.1, -0.2, 0.0], [0.2, 0.0, -0.1], [0.0, 0.0, 0.0]]}